{
  "formula": "C3H11N2S",
  "method": "ωB97M-V/def2-TZVPD",
  "elements": ["C", "C", "C", "N", "N", "S", "H", "H", "H", "H", "H", "H", "H", "H", "H", "H", "H"],
  "coordinates": [[2.485, -2.328, 2.183], [-2.340, 2.197, -1.045], [0.841, -1.090, 0.975], [1.808, -1.178, 1.772], [-1.992, 0.834, -1.415], [0.203, 0.401, 0.478], [2.912, -2.941, 1.350], [3.317, -2.035, 2.863], [1.815, -2.964, 2.817], [-2.842, 2.249, -0.172], [-1.284, 2.635, -0.880], [-2.837, 2.743, -1.927], [0.286, -1.989, 0.790], [2.051, -0.267, 2.177], [-2.832, 0.247, -1.443], [-1.449, 0.725, -2.266], [-1.093, 0.395, -0.644]],
  "homo_energy_ev": -13.16,
  "relative_energy_kcal_mol": 34.0,
  "spin_multiplicity": 1,
  "fmax_ev_per_a": 6.11,
  "charge": 1
}